Run i
Entry from the Open Molecules 2025 dataset: 3 unconnected molecules or ions with the total composition C3H11N3 (wB97M-V/def2-TZVPD).

Results
charge: 0
HOMO-LUMO gap: 9.73 eV
M: 89.14 g/mol

Each atom is followed by the atoms it is bonded to, with distances in Å.
Element x y z (Å)
1 C -0.18 -2.32 1.93  N2 1.138, H3 1.058
2 N -0.70 -2.35 0.92  C1 1.138
3 H 0.30 -2.29 2.88  C1 1.058
4 C -1.35 1.10 -0.44  N5 1.449, H7 1.100, H8 1.088, H9 1.090
5 N -0.30 0.12 -0.66  C4 1.449, C6 1.448, H10 1.017
6 C 0.27 0.18 -1.98  N5 1.448, H11 1.092, H12 1.100, H13 1.088
7 H -2.17 1.02 -1.16  C4 1.100
8 H -1.74 0.97 0.57  C4 1.088
9 H -0.92 2.10 -0.52  C4 1.090
10 H -0.67 -0.81 -0.48  N5 1.017
11 H 0.76 1.15 -2.11  C6 1.092
12 H -0.47 0.07 -2.79  C6 1.100
13 H 1.02 -0.60 -2.08  C6 1.088
14 N 1.38 0.49 1.72  H15 1.022, H16 1.019, H17 1.018
15 H 2.12 1.17 1.51  N14 1.022
16 H 0.79 0.44 0.89  N14 1.019
17 H 1.85 -0.41 1.80  N14 1.018



Run ii
Entry from the Open Molecules 2025 dataset: 2 unconnected molecules or ions with the total composition C3H11N3 (wB97M-V/def2-TZVPD).

Results
charge: 0
HOMO-LUMO gap: 9.70 eV
M: 89.14 g/mol

Each atom is followed by the atoms it is bonded to, with distances in Å.
Element x y z (Å)
1 C 0.82 2.31 -1.32  C2 1.344, H4 1.223, H5 1.037
2 C 0.21 1.93 -0.19  C1 1.344, N3 1.389, H6 1.028
3 N 0.82 1.46 0.97  C2 1.389, H7 0.964, H8 1.003
4 H 1.98 1.99 -1.57  C1 1.223
5 H 0.28 2.51 -2.18  C1 1.037
6 H -0.81 1.84 -0.25  C2 1.028
7 H 1.14 2.22 1.48  N3 0.964
8 H 0.37 0.76 1.53  N3 1.003
9 N 0.54 -1.20 0.34  C10 1.485, H12 1.002, H13 1.055
10 C -0.70 -1.71 -0.28  N9 1.485, N11 1.484, H14 1.173, H15 1.063
11 N -1.83 -1.84 0.67  C10 1.484, H16 0.991, H17 1.034
12 H 1.01 -0.52 -0.24  N9 1.002
13 H 1.08 -2.04 0.68  N9 1.055
14 H -0.39 -2.60 -0.99  C10 1.173
15 H -1.05 -0.92 -0.91  C10 1.063
16 H -1.47 -1.35 1.46  N11 0.991
17 H -2.00 -2.85 0.79  N11 1.034



Which is the most stable structure? run i is the most stable.



Run i
Entry from the Open Molecules 2025 dataset: a single C2H4N2OS2 molecule (wB97M-V/def2-TZVPD).

Results
charge: 0
HOMO-LUMO gap: 7.54 eV
M: 136.20 g/mol

Each atom is followed by the atoms it is bonded to, with distances in Å.
Element x y z (Å)
1 O 0.65 -1.95 -1.50  N2 1.445, H8 1.059
2 N 0.95 -1.16 -0.33  O1 1.445, C3 1.279
3 C 0.05 -0.26 -0.14  N2 1.279, C4 1.420, N6 1.402
4 C 0.19 0.25 1.18  C3 1.420, S5 1.695, H9 1.125
5 S 1.47 -0.04 2.24  C4 1.695
6 N -1.10 -0.05 -0.91  C3 1.402, S7 1.743, H10 1.063
7 S -1.61 1.59 -1.18  N6 1.743, H11 1.426
8 H 1.15 -2.88 -1.38  O1 1.059
9 H -0.54 1.02 1.55  C4 1.125
10 H -1.04 -0.44 -1.90  N6 1.063
11 H -3.01 1.52 -0.92  S7 1.426



Run ii
Entry from the Open Molecules 2025 dataset: a single C2H4N2OS2 molecule (wB97M-V/def2-TZVPD).

Results
charge: 0
HOMO-LUMO gap (spin up / spin down): 7.35 / 7.64 eV
M: 136.20 g/mol

Each atom is followed by the atoms it is bonded to, with distances in Å.
Element x y z (Å)
1 C 0.44 0.05 0.12  C2 1.487, N3 1.352, N4 1.250
2 C 1.85 0.46 -0.10  C1 1.487, H8 1.065, H9 1.100, H10 1.168
3 N -0.39 1.08 -0.16  C1 1.352, S6 1.550
4 N 0.03 -1.08 0.46  C1 1.250, H11 0.959
5 O -4.22 -0.46 -0.27  S7 1.429
6 S -1.94 1.12 -0.24  N3 1.550, S7 2.094
7 S -2.85 -0.75 0.00  O5 1.429, S6 2.094
8 H 1.86 1.52 0.03  C2 1.065
9 H 2.00 0.01 -1.09  C2 1.100
10 H 2.67 -0.14 0.46  C2 1.168
11 H 0.57 -1.80 0.81  N4 0.959



Which is the most stable structure? run ii is the most stable.